Entry 1:
A molecular structure, C23H29BrINO4PRhS, computed with ωB97M-V with the def2-TZVPD basis set.

## Properties
E_LUMO (spin up / spin down) (eV): -7.76 / -7.76
Energy relative to the best compared isomer or geometry (same formula, charge and spin) (eV): 0.000
Net charge: +2
Calculated total energy (eV): -135264.3098
Gap between HOMO and LUMO (spin up / spin down) (eV): 6.9 / 6.9
Highest occupied orbital energy (spin up / spin down) (eV): -14.70 / -14.70
Maximum force (eV/Å): 0.4

Last column: natural (NBO) charge in e.
Positions of all 62 atoms, in Å:
Rh: -0.35122 0.33991 -0.00372  0.58
C: -3.52927 -2.43322 -3.35858  -0.63
C: -2.95678 -1.32316 -2.51972  -0.05
O: -2.31925 -1.90265 -1.32784  -0.85
P: -0.96071 -1.69160 -0.62687  2.25
O: -1.04098 -2.62175 0.62088  -0.83
C: -2.21628 -2.66315 1.50470  -0.05
C: -2.98561 -3.93372 1.25824  -0.64
O: 0.21410 -2.24346 -1.47529  -0.85
C: 0.37241 -3.66700 -1.85120  -0.05
C: 0.29032 -3.81135 -3.34525  -0.64
H: -4.12318 -1.98621 -4.15624  0.25
H: -4.18432 -3.07106 -2.76719  0.23
H: -2.75197 -3.03772 -3.82110  0.22
H: -3.73462 -0.66870 -2.13726  0.21
H: -2.21772 -0.73024 -3.05766  0.20
H: -2.82327 -1.77426 1.32868  0.19
H: -1.80525 -2.61968 2.50965  0.20
H: -3.35052 -3.97529 0.23286  0.22
H: -3.84563 -3.96946 1.92738  0.24
H: -2.36401 -4.80601 1.45577  0.23
H: -0.38024 -4.25180 -1.32537  0.20
H: 1.35744 -3.93401 -1.47479  0.21
H: -0.70614 -3.57738 -3.71511  0.21
H: 0.51122 -4.84632 -3.60813  0.25
H: 1.01915 -3.17193 -3.84089  0.23
O: -0.01895 -0.22076 1.91160  -0.89
S: 0.89304 0.77153 2.71936  1.20
C: -0.18072 2.10217 3.15746  -0.23
C: 0.34973 3.38279 3.07796  -0.22
C: -0.45512 4.45766 3.43070  -0.19
C: -1.76286 4.23410 3.83515  -0.15
C: -2.28147 2.94229 3.89618  -0.18
C: -1.48852 1.86000 3.56270  -0.22
C: 1.13871 -0.10166 4.23797  -0.19
C: 2.22993 0.30125 4.99502  -0.22
C: 2.44245 -0.30763 6.22264  -0.18
C: 1.58228 -1.30631 6.65833  -0.16
C: 0.50312 -1.70295 5.87759  -0.18
C: 0.26744 -1.09683 4.65383  -0.22
H: 1.37004 3.54060 2.74961  0.23
H: -0.06235 5.46378 3.38382  0.24
H: -2.38946 5.07301 4.10646  0.24
H: -3.30309 2.78375 4.21346  0.24
H: -1.87325 0.84941 3.61280  0.23
H: 2.90105 1.07420 4.63984  0.23
H: 3.28331 -0.00732 6.83223  0.24
H: 1.75555 -1.78314 7.61348  0.24
H: -0.15916 -2.48392 6.22550  0.24
H: -0.57071 -1.38903 4.03696  0.22
I: -2.30397 1.67629 -0.78347  -0.19
Br: 6.10911 -0.62192 -1.28426  0.20
C: 4.30448 -0.38772 -0.88535  -0.03
C: 3.65120 -1.27875 -0.04299  -0.26
C: 2.31483 -1.08124 0.22485  0.06
N: 1.63422 -0.05520 -0.30071  -0.45
C: 2.26356 0.80670 -1.11595  0.05
C: 3.59812 0.67838 -1.42936  -0.25
H: 4.17312 -2.11533 0.39886  0.26
H: 1.76381 -1.74202 0.88204  0.24
H: 1.67214 1.61528 -1.52966  0.23
H: 4.07264 1.39114 -2.08790  0.27

Entry 2:
C23H29ClFN3O in the gas phase, computed with ωB97M-V with the def2-TZVPD basis set.

## Properties
E_LUMO (eV): 0.52
Energy relative to the best compared isomer or geometry (same formula, charge and spin) (eV): 0.264
Calculated total energy (eV): -46080.8140
Gap between HOMO and LUMO (eV): 8.8
Highest occupied orbital energy (eV): -8.27
Maximum force (eV/Å): 0.5

Last column: natural (NBO) charge in e.
Positions of all 58 atoms, in Å:
C: -3.29162 -1.12691 -1.76957  -0.60
C: -4.56426 -0.64697 -1.05344  -0.07
C: -5.06329 0.68912 -1.62985  -0.59
C: -5.64885 -1.68574 -1.37777  -0.60
C: -4.31671 -0.52318 0.45133  -0.06
C: -5.15184 -1.17364 1.35512  -0.20
C: -4.94585 -1.13655 2.72244  -0.22
C: -3.87658 -0.43040 3.23764  -0.19
C: -3.04801 0.25384 2.37316  -0.23
C: -3.25701 0.22111 0.99760  0.22
N: -2.38421 0.98266 0.19863  -0.66
C: -1.02330 1.08251 0.37792  0.79
O: -0.40861 0.48362 1.23269  -0.66
N: -0.44293 1.95035 -0.51011  -0.64
C: 1.00160 2.05957 -0.67655  -0.03
C: 1.67846 2.50679 0.62072  -0.44
C: 3.19636 2.56502 0.41368  -0.21
N: 3.76760 1.31254 -0.03281  -0.44
C: 3.81844 0.27932 0.99408  -0.25
C: 4.83344 -0.76050 0.60279  -0.12
C: 4.46814 -2.05741 0.26099  0.41
F: 3.16355 -2.39827 0.29579  -0.32
C: 5.38156 -3.02326 -0.12054  -0.29
C: 6.72238 -2.68833 -0.17202  -0.18
C: 7.13203 -1.40757 0.15351  -0.25
C: 6.19275 -0.46148 0.53285  0.00
Cl: 6.72501 1.12513 0.93161  0.02
C: 3.13699 0.87436 -1.26115  -0.22
C: 1.61301 0.73828 -1.15406  -0.45
H: -2.44480 -0.46426 -1.62968  0.21
H: -3.00912 -2.10591 -1.38870  0.22
H: -3.47984 -1.21592 -2.83817  0.20
H: -4.31991 1.48183 -1.59854  0.18
H: -5.35335 0.55512 -2.67051  0.21
H: -5.93359 1.02871 -1.07189  0.22
H: -5.72218 -1.79878 -2.45791  0.21
H: -6.62397 -1.37349 -1.01228  0.21
H: -5.39998 -2.65645 -0.95660  0.22
H: -5.99375 -1.74124 0.99724  0.21
H: -5.62154 -1.66561 3.37807  0.21
H: -3.69614 -0.39751 4.30133  0.21
H: -2.21536 0.82220 2.75310  0.23
H: -2.78351 1.41186 -0.61968  0.39
H: -1.00458 2.29942 -1.26920  0.38
H: 1.16642 2.82841 -1.44237  0.19
H: 1.30309 3.48821 0.91515  0.21
H: 1.43403 1.79470 1.40766  0.24
H: 3.69090 2.86431 1.34040  0.20
H: 3.43134 3.31437 -0.35080  0.19
H: 4.14564 0.75322 1.92387  0.22
H: 2.84946 -0.20276 1.17797  0.21
H: 5.03346 -4.01230 -0.37178  0.23
H: 7.45064 -3.42692 -0.46792  0.22
H: 8.17503 -1.13688 0.11569  0.23
H: 3.57725 -0.07937 -1.56075  0.21
H: 3.38157 1.61457 -2.03116  0.19
H: 1.20013 0.46105 -2.12667  0.21
H: 1.35448 -0.04453 -0.44055  0.23

Entry 3:
C23H29ClN4O3 in the gas phase, computed with ωB97M-V with the def2-TZVPD basis set.

## Properties
E_LUMO (eV): 0.64
Energy relative to the best compared isomer or geometry (same formula, charge and spin) (eV): 0.000
Calculated total energy (eV): -48949.8203
Gap between HOMO and LUMO (eV): 9.7
Highest occupied orbital energy (eV): -9.11
Maximum force (eV/Å): 0.6

Last column: natural (NBO) charge in e.
Positions of all 60 atoms, in Å:
C: 3.07885 -3.64290 -1.29668  -0.60
C: 2.73694 -2.27705 -1.89039  -0.21
C: 3.72814 -1.22745 -1.39834  -0.62
C: 1.28904 -1.91852 -1.53717  -0.39
C: 0.81726 -0.56623 -2.07864  -0.23
N: 1.10744 0.51537 -1.16419  -0.63
C: 1.78760 1.61149 -1.51522  0.67
O: 2.33436 1.77146 -2.59017  -0.65
C: 1.91446 2.69387 -0.42699  -0.32
N: 0.96970 2.64858 0.66263  -0.45
C: 1.45922 2.23842 1.97206  -0.25
C: 1.53725 0.73856 2.08843  -0.08
C: 0.35433 0.00411 2.12918  -0.15
C: 0.37048 -1.37494 2.21842  -0.23
C: 1.58018 -2.04818 2.27809  -0.20
C: 2.76727 -1.33986 2.23918  -0.23
C: 2.74034 0.04320 2.13623  -0.02
Cl: 4.25694 0.88544 2.07233  0.00
C: -0.33649 2.98944 0.55236  0.72
O: -1.08024 3.00554 1.51792  -0.66
C: -0.84304 3.34801 -0.83762  -0.51
C: -2.33928 3.04132 -0.87956  -0.49
C: -2.56545 1.58860 -0.49070  0.72
O: -1.67309 0.76813 -0.45135  -0.65
N: -3.86630 1.30742 -0.20746  -0.60
C: -4.43147 0.10551 0.20614  0.36
C: -3.70772 -1.06921 0.40874  -0.29
C: -4.40387 -2.18867 0.82511  -0.15
C: -5.77546 -2.10841 1.02199  -0.28
C: -6.39443 -0.89176 0.78914  0.05
N: -5.74509 0.18775 0.39229  -0.46
H: 2.38450 -4.40306 -1.64854  0.20
H: 3.02517 -3.60402 -0.21057  0.20
H: 4.08516 -3.94191 -1.58028  0.21
H: 2.81682 -2.34280 -2.98135  0.19
H: 3.60534 -1.06265 -0.33075  0.20
H: 3.58740 -0.28437 -1.91654  0.23
H: 4.74744 -1.56115 -1.58141  0.20
H: 0.63712 -2.69617 -1.94081  0.20
H: 1.17091 -1.91796 -0.45117  0.20
H: -0.26687 -0.59340 -2.23089  0.20
H: 1.30465 -0.33401 -3.02781  0.23
H: 0.56754 0.51620 -0.31017  0.43
H: 1.87914 3.66439 -0.93367  0.23
H: 2.92011 2.58446 -0.01263  0.24
H: 2.43320 2.69605 2.15315  0.22
H: 0.73970 2.61673 2.70451  0.26
H: -0.58393 0.53666 2.08930  0.24
H: -0.55867 -1.92326 2.24714  0.22
H: 1.60282 -3.12477 2.35567  0.22
H: 3.71535 -1.85342 2.28617  0.23
H: -0.32619 2.77033 -1.60126  0.24
H: -0.66761 4.41028 -1.01960  0.24
H: -2.86721 3.68088 -0.17089  0.24
H: -2.74115 3.21165 -1.88040  0.23
H: -4.54807 2.05374 -0.25956  0.42
H: -2.64447 -1.08938 0.24306  0.26
H: -3.87998 -3.11834 0.99374  0.22
H: -6.34556 -2.96431 1.34594  0.22
H: -7.46052 -0.76542 0.92382  0.20

Entry 4:
A molecular structure, C23H29CoN5S, computed with ωB97M-V with the def2-TZVPD basis set.

## Properties
E_LUMO (spin up / spin down) (eV): -6.12 / -6.63
Net charge: +2
Calculated total energy (eV): -80220.4393
Gap between HOMO and LUMO (spin up / spin down) (eV): 8.1 / 7.5
Highest occupied orbital energy (spin up / spin down) (eV): -14.19 / -14.18
2S+1: 4
Maximum force (eV/Å): 0.5

Last column: natural (NBO) charge in e.
Positions of all 59 atoms, in Å:
Co: 0.34112 0.47646 0.82996  1.45
C: 1.02454 -0.91053 -2.75933  -0.23
C: 0.50784 -1.73359 -1.55815  -0.25
N: 0.87965 -1.34142 -0.14505  -0.72
C: 2.30260 -1.54213 0.23060  -0.25
C: 3.25336 -0.41696 -0.17206  -0.54
S: 2.75456 1.26799 0.34340  0.18
C: 2.86287 2.21859 -1.23788  -0.49
C: 1.51612 2.54305 -1.89787  -0.44
N: 0.52659 0.43518 -2.99306  -0.45
H: 0.77842 -1.51139 -3.63776  0.24
H: 2.11733 -0.89510 -2.74311  0.20
H: 0.87974 -2.75214 -1.70309  0.22
H: -0.58065 -1.77955 -1.57460  0.23
H: 0.34759 -1.99082 0.42889  0.40
H: 2.68199 -2.47782 -0.19028  0.23
H: 2.32566 -1.65489 1.31717  0.22
H: 3.41574 -0.38177 -1.24573  0.24
H: 4.22132 -0.61499 0.28686  0.27
H: 3.50557 1.62673 -1.88969  0.24
H: 3.41162 3.12151 -0.97998  0.26
H: 1.68886 2.86119 -2.92673  0.26
H: 1.06190 3.38552 -1.37471  0.22
H: -0.84727 1.70184 -3.87058  0.25
C: 2.51351 0.30584 3.57580  -0.67
C: 1.12154 -0.17927 3.84572  0.27
C: 0.86354 -0.81451 5.05737  -0.23
C: -0.41550 -1.21329 5.36946  -0.10
C: -1.43673 -0.93904 4.46913  -0.21
C: -1.12760 -0.31884 3.28182  0.17
N: 0.14418 0.02462 2.93954  -0.59
C: -2.18230 0.01733 2.28723  0.18
C: -3.53966 0.03466 2.54196  -0.20
C: -4.40809 0.33627 1.49760  -0.11
C: -3.91115 0.60161 0.23273  -0.19
C: -2.53987 0.60361 0.05790  0.21
N: -1.70957 0.31189 1.07287  -0.58
C: -1.80988 0.77197 -1.23256  0.17
C: -0.70088 1.53932 -1.15827  -0.33
C: 0.60531 1.31260 -1.86309  -0.12
C: -0.62770 0.62743 -3.85680  -0.32
C: -1.87553 -0.09693 -3.41416  0.42
C: -2.59930 -0.90863 -4.43389  -0.68
N: -2.35443 -0.05885 -2.21808  -0.51
H: 3.16849 -0.50790 3.25215  0.24
H: 2.94042 0.70344 4.49590  0.26
H: 2.53555 1.10052 2.83927  0.23
H: 1.68025 -0.96945 5.74953  0.25
H: -0.62657 -1.71436 6.30512  0.25
H: -2.45606 -1.21720 4.69277  0.24
H: -3.92683 -0.17954 3.52723  0.25
H: -5.47517 0.35808 1.67635  0.25
H: -4.56423 0.81119 -0.60225  0.26
H: -0.68360 2.28053 -0.35287  0.23
H: 1.13541 0.67917 -1.14949  0.22
H: -0.38489 0.34945 -4.88277  0.24
H: -3.02526 -0.23962 -5.18930  0.26
H: -3.40008 -1.48650 -3.98285  0.25
H: -1.90439 -1.56055 -4.96832  0.24

Entry 5:
2 unconnected molecules or ions with the total composition C23H29F2OSi at a distorted geometry, computed with ωB97M-V with the def2-TZVPD basis set.

## Properties
E_LUMO (eV): -6.18
Energy relative to the best compared isomer or geometry (same formula, charge and spin) (eV): 1.155
Net charge: +1
Calculated total energy (eV): -39675.1100
Gap between HOMO and LUMO (eV): 4.0
Highest occupied orbital energy (eV): -10.14
Maximum force (eV/Å): 1.9

Last column: natural (NBO) charge in e.
Positions of all 56 atoms, in Å:
C: -4.88640 3.26102 3.66141  -0.60
C: -3.88683 2.92108 2.54601  -0.45
C: -2.99966 1.75281 2.88191  0.34
C: -3.18348 0.47932 2.45290  -0.30
C: -2.54985 -0.67108 3.14894  -0.64
O: -1.97617 2.00348 3.74958  -0.86
Si: -0.44046 2.40120 3.05513  1.91
C: 0.02298 4.08397 3.68675  -1.15
C: 0.72569 1.05380 3.57762  -1.15
C: -0.54795 2.45061 1.19046  -1.15
H: -5.46029 4.15450 3.38636  0.21
H: -5.58926 2.43292 3.82100  0.21
H: -4.35355 3.48109 4.59641  0.21
H: -4.43314 2.65562 1.63186  0.21
H: -3.26007 3.80812 2.34635  0.20
H: -4.01414 0.29028 1.76904  0.20
H: -3.11172 -1.57384 2.86841  0.22
H: -1.49001 -0.83475 2.89262  0.19
H: -2.61203 -0.52017 4.24139  0.23
H: 0.98987 4.35139 3.23052  0.23
H: -0.71497 4.84907 3.41172  0.25
H: 0.13268 4.09621 4.77839  0.26
H: 1.70408 1.27716 3.12220  0.23
H: 0.83555 1.02959 4.66952  0.26
H: 0.40163 0.05794 3.25038  0.24
H: 0.43781 2.75947 0.81003  0.22
H: -0.79713 1.46853 0.76322  0.24
H: -1.29582 3.17303 0.83271  0.25
F: 0.80924 1.83326 -5.67618  -0.31
C: 1.03899 1.74597 -4.32324  0.39
C: 1.05823 2.92494 -3.58054  -0.17
C: 1.36713 2.82312 -2.20577  -0.20
C: 1.57672 1.58695 -1.60718  -0.11
C: 1.46079 0.39084 -2.35605  -0.16
C: 1.58839 -0.86605 -1.69210  0.10
C: 1.71059 -2.05608 -2.40934  -0.32
C: 2.22867 -3.22231 -1.87102  0.08
C: 2.36447 -4.45312 -2.58319  -0.15
C: 2.12935 -4.53930 -3.99106  -0.20
C: 2.20236 -5.78046 -4.61506  0.40
F: 1.93554 -5.85934 -5.96449  -0.31
C: 2.51518 -6.95385 -3.92853  -0.18
C: 2.79061 -6.85203 -2.54920  -0.20
C: 2.73698 -5.63360 -1.89290  -0.12
C: 1.26168 0.49755 -3.76390  -0.20
H: 0.86798 3.88156 -4.06461  0.26
H: 1.45076 3.73316 -1.60824  0.25
H: 1.85659 1.50456 -0.54541  0.23
H: 1.75897 -0.86064 -0.61578  0.23
H: 1.36629 -2.07833 -3.44081  0.22
H: 2.55164 -3.21126 -0.83013  0.23
H: 1.91193 -3.65170 -4.57585  0.23
H: 2.50477 -7.90684 -4.45563  0.26
H: 3.05256 -7.75640 -1.99928  0.25
H: 2.97489 -5.55502 -0.82592  0.23
H: 1.28133 -0.37795 -4.40144  0.24

Entry 6:
A molecular structure, C23H29FeN5O3Si at a distorted geometry, computed with ωB97M-V with the def2-TZVPD basis set.

## Properties
E_LUMO (spin up / spin down) (eV): -2.65 / -5.75
Net charge: +1
Calculated total energy (eV): -80176.3603
Gap between HOMO and LUMO (spin up / spin down) (eV): 9.1 / 6.0
Highest occupied orbital energy (spin up / spin down) (eV): -11.76 / -11.77
2S+1: 6
Maximum force (eV/Å): 1.5

Last column: natural (NBO) charge in e.
Positions of all 62 atoms, in Å:
Fe: -0.77288 0.42419 0.43162  1.58
C: -1.54179 2.35715 -3.02497  -0.63
C: -2.45584 1.86380 -1.91019  0.14
C: -3.92813 1.94420 -2.27694  -0.65
O: -2.08630 0.51018 -1.54113  -0.79
C: -2.11936 2.73033 -0.64492  0.77
O: -2.80064 3.69048 -0.36846  -0.61
O: -1.05459 2.31656 -0.03455  -0.88
H: -1.67278 1.75711 -3.92999  0.21
H: -0.50296 2.29282 -2.69977  0.22
H: -1.77844 3.39326 -3.26359  0.24
H: -4.07761 1.75821 -3.34237  0.21
H: -4.29800 2.93804 -2.03538  0.26
H: -4.49996 1.21242 -1.70632  0.22
H: -2.15718 -0.05369 -2.31985  0.49
C: 3.03097 0.07091 1.78162  -0.65
C: 1.91339 0.31140 2.74907  0.26
C: 2.15529 0.52660 4.11980  -0.16
C: 1.08779 0.74291 4.98370  -0.17
C: -0.19728 0.72020 4.49216  -0.17
C: -0.38405 0.47318 3.10831  0.34
N: 0.68588 0.30122 2.27174  -0.52
N: -1.54341 0.37870 2.48742  -0.85
Si: -3.21819 0.64579 2.95362  1.73
C: -4.18593 0.27490 1.36661  -1.12
C: -3.49126 2.43611 3.46264  -1.11
C: -3.73433 -0.53831 4.32702  -1.11
H: 3.99760 0.09644 2.27867  0.24
H: 3.01516 0.83001 0.99878  0.24
H: 2.89830 -0.90251 1.30816  0.24
H: 3.17083 0.53524 4.48899  0.24
H: 1.26287 0.91554 6.03715  0.24
H: -1.05964 0.87882 5.12524  0.24
H: -4.71814 1.16405 1.02216  0.26
H: -4.92673 -0.51431 1.50636  0.25
H: -3.52302 -0.03805 0.56085  0.23
H: -3.26979 3.10398 2.62715  0.27
H: -2.88088 2.73861 4.31567  0.24
H: -4.54028 2.56299 3.73583  0.26
H: -3.49635 -1.57379 4.07824  0.24
H: -4.81473 -0.46040 4.45851  0.26
H: -3.26182 -0.30022 5.28194  0.24
N: 7.81754 -2.99161 -5.36648  -0.25
C: 6.81893 -2.80059 -4.83219  0.25
C: 5.57784 -2.57543 -4.15279  -0.15
C: 5.04177 -3.58430 -3.35293  -0.14
C: 3.85295 -3.37327 -2.68073  -0.24
C: 3.19654 -2.15677 -2.81105  0.22
C: 3.71900 -1.15150 -3.61326  -0.25
C: 4.91035 -1.35967 -4.28303  -0.13
N: 1.98097 -1.93662 -2.10452  -0.35
C: 0.93687 -2.82294 -1.97512  -0.06
C: 0.00620 -2.19932 -1.20452  -0.09
N: 0.46958 -0.94969 -0.85547  -0.60
C: 1.65387 -0.82574 -1.41139  0.21
H: 5.56499 -4.52507 -3.25524  0.25
H: 3.44153 -4.14883 -2.04778  0.23
H: 3.18720 -0.21579 -3.72890  0.23
H: 5.32168 -0.58783 -4.91837  0.24
H: 0.93514 -3.78296 -2.46085  0.25
H: -0.96084 -2.55663 -0.89221  0.23
H: 2.30212 0.02946 -1.31374  0.22